Entry 1:
Below is a structure of composition C3H3N3O, with properties calculated with wB97M-V/def2-TZVPD.

Summary:
Relative energy (zero: lowest compared OMol25 entry of this formula, charge and spin) (eV): 3.767

Geometry as XYZ:
```
10
Properties=species:S:1:pos:R:3:forces:R:3
N 2.3300 0.0428 0.2250 -0.8835 -0.9033 -0.1093
C 1.2371 -0.5298 0.1009 -0.6615 0.5658 0.0593
N 0.3052 2.0497 -0.0796 -0.5597 -0.1062 -0.0507
N -0.5152 1.3512 -0.2774 1.5790 3.4158 -0.8464
O -2.3561 0.2383 0.9887 1.0885 -0.7730 -0.5371
C -1.6544 -0.0694 0.0694 0.4855 -2.2863 0.7508
C -0.0195 -0.9524 0.0850 -0.9487 0.2928 0.5914
H 2.8708 0.2603 -0.6170 -0.3518 -0.1623 0.1401
H -1.9862 -0.2029 -0.9656 0.0131 0.0531 0.0261
H -0.2587 -2.0055 0.1387 0.2391 -0.0963 -0.0241
```
Positions in Å, forces in eV/Å.


Entry 2:
Below is a cluster of 3 separate species, C25H61BNO11P2 in total, with properties calculated with wB97M-V/def2-TZVPD.

Summary:
Total charge: -1

Geometry as XYZ:
```
101
Properties=species:S:1:pos:R:3:forces:R:3
C 7.1106 -0.0391 1.5411 -0.0619 0.1756 -0.0310
C 6.5753 1.3280 1.9715 0.1639 -0.6286 0.1028
O 5.4924 1.6541 1.1587 0.3885 0.2475 -0.1931
C 5.2856 3.0673 0.9310 -0.7114 0.3433 -0.0536
B 4.9342 3.4285 -0.6509 0.2508 -0.5777 0.6906
C 3.5996 2.5274 -1.0062 -0.3258 0.4000 -0.0571
C 2.2962 2.9932 -0.3165 -0.1726 -0.3903 -0.3758
C 1.3515 1.8485 0.1223 -0.3149 0.2497 -0.2878
C -0.0693 2.0454 -0.4292 0.3938 0.2552 -0.2953
C -0.1626 1.7172 -1.9350 -0.3890 -0.1600 -0.0341
N -0.9461 0.5111 -2.2544 0.2146 0.1481 -0.1012
C 6.1872 2.9177 -1.5918 -0.3074 0.1359 -0.1394
O 7.2388 3.8790 -1.8903 0.0214 -0.2315 -0.0451
C 8.1141 4.1005 -0.8222 0.2109 0.1778 -0.3640
C 4.7068 5.0594 -0.6770 0.5809 -0.0830 -0.5061
C 4.6645 5.7517 -2.0285 -0.6345 0.6949 0.2176
C 3.6155 5.2174 -2.9833 0.3333 -0.2556 -0.3580
O 4.3227 7.1649 -1.8350 0.0484 0.1059 -0.0124
H 7.8130 0.0735 0.7155 -0.0084 -0.0829 -0.0638
H 7.6070 -0.5532 2.3657 0.0766 -0.0054 -0.0001
H 6.2776 -0.6484 1.1937 -0.0318 -0.0689 0.0534
H 7.3882 2.0586 1.8896 -0.0929 0.1658 0.0378
H 6.2923 1.2646 3.0356 -0.1242 0.2147 0.0156
H 6.1305 3.6497 1.3222 0.1470 -0.1451 0.0015
H 4.4153 3.3627 1.5435 0.1012 0.0284 0.1716
H 3.3935 2.5360 -2.0854 0.0972 -0.1357 -0.0460
H 3.7500 1.4755 -0.7413 0.2802 0.0104 0.0333
H 1.7210 3.5799 -1.0399 0.1145 0.2413 0.0480
H 2.4945 3.6671 0.5194 0.0266 -0.0756 0.1100
H 1.7259 0.9153 -0.3064 0.0883 -0.1495 0.2933
H 1.3051 1.7579 1.2091 0.1754 -0.1223 0.0339
H -0.3347 3.1014 -0.3250 -0.1666 -0.0378 0.3726
H -0.7956 1.4316 0.1096 -0.1047 0.0600 0.0051
H -0.6251 2.5497 -2.4673 0.0008 -0.0097 -0.0907
H 0.8259 1.5821 -2.3766 0.1136 0.0854 0.1368
H -1.9202 0.6713 -2.0250 0.0019 -0.0720 0.1569
H -0.6195 -0.2370 -1.6532 -0.1255 -0.1040 -0.0312
H 6.6782 2.0252 -1.1720 -0.0774 -0.0458 0.0763
H 5.8048 2.5934 -2.5681 0.1410 0.1597 -0.1336
H 9.1455 4.0542 -1.1963 0.0282 -0.0076 0.0118
H 8.0151 3.3491 -0.0357 -0.0896 0.0352 0.0808
H 7.9741 5.1059 -0.4069 -0.0951 -0.0699 0.2393
H 5.5675 5.5023 -0.1482 -0.0458 0.0385 0.0987
H 3.8131 5.3831 -0.1270 -0.1084 -0.1700 0.0018
H 5.6333 5.7475 -2.5290 0.1038 -0.2595 0.1197
H 3.4300 5.9353 -3.7844 -0.0340 0.1218 0.0694
H 2.6762 4.9746 -2.4892 -0.0194 0.0714 0.0859
H 4.0062 4.3169 -3.4612 -0.1247 -0.1375 0.0888
H 4.5469 7.3751 -0.9223 0.0176 -0.0851 -0.0896
O -4.0334 0.0777 0.6091 2.4584 -1.5711 3.0337
P -5.1289 0.1758 1.6272 -5.9329 3.0920 -6.2404
O -6.2796 -0.6449 0.7633 0.2244 -0.4200 0.3492
C -6.2207 -2.0645 0.6795 0.2226 -0.0476 -0.0618
C -6.6466 -2.7558 1.9640 0.0131 0.1219 0.0944
O -5.5857 1.7192 1.2883 0.6110 0.3193 0.9812
C -4.6632 2.6566 0.7254 0.0258 0.0512 -0.3918
C -4.7901 2.6998 -0.7844 -0.1181 -0.0050 -0.0679
O -6.2528 0.2235 2.8481 2.7055 -1.5516 2.3037
C -5.8437 0.3353 4.2264 0.0106 0.2487 0.0812
C -5.1190 1.6370 4.5091 0.0258 0.0370 -0.0985
H -5.2058 -2.3686 0.4024 -0.0383 -0.0767 -0.0617
H -6.8884 -2.3518 -0.1331 -0.0092 0.0806 -0.0237
H -5.9305 -2.5735 2.7700 0.0141 -0.0467 -0.0107
H -6.7098 -3.8339 1.8111 0.0272 -0.0006 -0.0233
H -7.6154 -2.3833 2.2976 -0.0262 -0.0236 -0.0339
H -3.6402 2.4279 1.0227 -0.0052 -0.1066 -0.0421
H -4.9116 3.6343 1.1433 -0.0976 -0.0661 0.0931
H -4.7207 1.6988 -1.2089 0.1232 -0.0133 0.0478
H -4.0078 3.3241 -1.2189 0.0060 0.0011 0.0094
H -5.7600 3.1100 -1.0707 0.0061 0.0194 0.0064
H -5.2173 -0.5200 4.4933 -0.0577 -0.0307 0.0358
H -6.7568 0.2677 4.8163 -0.0698 -0.0018 -0.1018
H -4.1592 1.6811 3.9861 0.0060 -0.0175 0.0241
H -4.9227 1.7387 5.5768 0.0093 -0.0209 0.0033
H -5.7130 2.4855 4.1725 -0.0304 -0.0064 0.0251
O -2.8604 -4.7808 0.0066 -1.7149 -1.7165 1.3305
P -1.9648 -5.8336 -0.4857 3.3692 2.4428 -2.0896
O -0.5883 -5.8636 0.3191 -0.3719 -0.5371 0.0963
C -0.5893 -6.1601 1.7199 0.0217 -0.0449 0.3136
C -0.8555 -7.6252 2.0128 -0.1082 -0.0339 -0.1459
O -1.4246 -5.2556 -1.8932 -0.3513 -0.2611 0.1503
C -2.1637 -4.1287 -2.4138 -0.2452 0.1826 -0.3084
C -1.6795 -2.7900 -1.9108 0.6279 -0.0396 0.0438
O -2.1216 -7.3635 -0.8896 -1.3288 -0.0219 1.0100
C -3.4409 -7.9070 -1.1158 -0.2421 -0.0614 -0.1225
C -4.1322 -7.2564 -2.2961 0.0913 0.1560 -0.0474
H -1.3199 -5.5242 2.2270 -0.0011 0.0311 -0.0648
H 0.3986 -5.8811 2.0822 0.0230 0.0461 -0.1046
H -1.8804 -7.9025 1.7582 0.0052 0.0068 0.0374
H -0.7054 -7.8312 3.0731 0.0271 0.0393 0.0051
H -0.1899 -8.2600 1.4283 0.0497 0.0099 0.0358
H -3.2174 -4.2273 -2.1557 0.0051 -0.1037 -0.0613
H -2.0862 -4.2041 -3.4991 0.1580 0.0221 0.0179
H -1.6057 -2.7752 -0.8242 -0.2065 -0.0556 0.0080
H -2.3563 -1.9958 -2.2245 -0.0066 -0.0254 -0.0592
H -0.6839 -2.5676 -2.2982 -0.0416 0.0416 -0.0986
H -4.0398 -7.7985 -0.2082 0.0510 0.0355 0.0162
H -3.2999 -8.9716 -1.2915 0.1544 0.0140 0.0106
H -4.3510 -6.2053 -2.0966 -0.0231 -0.0438 0.0493
H -5.0743 -7.7629 -2.5077 0.0084 -0.0315 0.0176
H -3.4976 -7.2981 -3.1809 -0.0087 -0.0720 -0.0149
```
Positions in Å, forces in eV/Å.


Entry 3:
Below is an isolated molecule of C4H8N4, with properties calculated with wB97M-V/def2-TZVPD.

Summary:
Relative energy (zero: lowest compared OMol25 entry of this formula, charge and spin) (eV): 2.487
SMILES: [H]/N=C\N/C(=N\[H])N1CC1

Geometry as XYZ:
```
16
Properties=species:S:1:pos:R:3:forces:R:3
C 0.6984 1.2658 -1.4387 4.8283 1.1339 -0.6126
C 0.0413 -0.6483 -0.2283 -0.1410 -1.2094 1.7193
C -0.6648 0.1000 1.9490 -0.4126 -2.2719 1.6529
C -0.5411 -1.4554 1.9261 1.1701 -0.3930 1.4175
H -0.3181 2.7517 -2.2633 0.7187 -0.7995 0.4647
H 1.7478 0.8662 -1.1649 -1.2741 0.6182 -0.8793
H -1.0201 1.0112 -0.5381 -0.3761 -0.2331 -0.2734
H 1.5806 -1.3605 -1.1127 -0.7566 -0.3725 0.8835
H 0.2465 0.6231 1.8970 1.0536 0.6359 0.2108
H -1.4384 0.4956 2.6257 0.0647 0.0334 -1.0430
H 0.4130 -2.0392 2.0044 -0.4025 1.5021 -0.7278
H -1.2384 -2.1326 2.3793 -1.0805 0.4623 0.2612
N 0.6239 2.3619 -2.0388 -0.5208 1.3497 -0.8817
N -0.2180 0.5175 -0.9013 -2.6649 -1.3667 0.7867
N 0.9478 -1.5600 -0.2966 -0.0997 1.8640 -1.6699
N -0.9503 -0.7176 0.7972 -0.1067 -0.9534 -1.3088
```
Positions in Å, forces in eV/Å.


Number 1: largest force on an atom 0.0750 Eh/bohr, E_HOMO -9.278 eV. Number 2: largest force on an atom 0.1779 Eh/bohr, E_HOMO -4.437 eV. Number 3: largest force on an atom 0.0972 Eh/bohr, E_HOMO -9.740 eV.